Entry 1:
Formula: C60H40O20
Source: the Open Molecules 2025 dataset
Level of theory: ωB97M-V with the def2-TZVPD basis set

Structure (XYZ):
```
120
C60H40O20 | the Open Molecules 2025 dataset | ωB97M-V with the def2-TZVPD basis set
O 18.81 -18.07 -0.52
C 19.51 -18.27 0.45
C 20.97 -18.19 0.39
C 21.68 -18.43 1.47
C 21.07 -18.79 2.80
O 21.69 -19.13 3.78
C 19.57 -18.78 2.85
C 18.86 -18.37 1.78
H 21.40 -17.99 -0.58
H 22.76 -18.62 1.39
H 19.10 -19.02 3.82
H 17.75 -18.29 1.91
O 19.05 -17.91 -9.02
C 20.18 -17.90 -8.53
C 20.84 -19.11 -7.93
C 21.79 -18.97 -7.00
C 22.55 -17.69 -6.72
O 23.46 -17.67 -5.92
C 21.90 -16.48 -7.48
C 20.86 -16.54 -8.31
H 20.32 -20.00 -8.22
H 21.91 -19.85 -6.40
H 22.31 -15.52 -7.26
H 20.40 -15.66 -8.73
O 21.55 -21.83 -5.69
C 21.57 -22.13 -4.52
C 22.35 -21.27 -3.65
C 22.20 -21.34 -2.32
C 21.25 -22.33 -1.73
O 20.82 -22.20 -0.56
C 20.85 -23.51 -2.60
C 20.92 -23.33 -3.93
H 22.97 -20.55 -4.10
H 22.70 -20.71 -1.60
H 20.36 -24.37 -2.14
H 20.54 -24.03 -4.65
O 13.19 -15.55 -9.77
C 14.24 -15.08 -9.45
C 15.24 -15.85 -8.67
C 16.40 -15.32 -8.31
C 16.81 -14.01 -8.81
O 17.91 -13.56 -8.51
C 15.86 -13.19 -9.59
C 14.64 -13.74 -9.83
H 14.98 -16.82 -8.40
H 17.04 -15.85 -7.60
H 16.28 -12.23 -9.97
H 13.92 -13.22 -10.38
O 12.40 -17.54 -3.81
C 12.88 -17.46 -2.67
C 14.28 -16.95 -2.52
C 14.87 -16.92 -1.34
C 14.12 -17.26 -0.11
O 14.72 -17.16 0.93
C 12.71 -17.58 -0.23
C 12.11 -17.69 -1.43
H 14.82 -16.73 -3.42
H 15.83 -16.51 -1.14
H 12.20 -17.64 0.74
H 11.05 -17.95 -1.48
O 14.94 -13.29 -6.05
C 13.79 -13.61 -6.38
C 12.86 -12.52 -6.68
C 11.54 -12.82 -6.70
C 11.09 -14.24 -6.62
O 9.86 -14.47 -6.72
C 12.07 -15.27 -6.28
C 13.37 -15.06 -6.20
H 13.24 -11.55 -6.79
H 10.75 -12.09 -6.81
H 11.63 -16.22 -5.99
H 14.04 -15.78 -5.86
O 20.09 -13.81 -4.78
C 19.68 -12.93 -5.54
C 18.41 -12.18 -5.36
C 18.07 -11.21 -6.18
C 18.88 -10.83 -7.35
O 18.55 -10.12 -8.29
C 20.26 -11.39 -7.35
C 20.56 -12.36 -6.58
H 17.78 -12.56 -4.51
H 17.24 -10.59 -5.94
H 20.91 -11.00 -8.13
H 21.52 -12.83 -6.70
O 23.86 -13.37 -5.07
C 24.06 -14.06 -4.08
C 25.23 -13.83 -3.14
C 25.59 -14.75 -2.28
C 24.75 -15.86 -1.96
O 24.85 -16.55 -0.97
C 23.60 -16.17 -2.86
C 23.19 -15.24 -3.72
H 25.76 -12.92 -3.17
H 26.40 -14.60 -1.53
H 23.02 -17.05 -2.65
H 22.39 -15.49 -4.41
O 21.14 -18.29 -2.95
C 19.98 -18.21 -3.34
C 19.48 -16.83 -3.43
C 18.31 -16.52 -4.00
C 17.53 -17.59 -4.53
O 16.48 -17.43 -5.11
C 18.03 -19.04 -4.42
C 19.17 -19.37 -3.76
H 20.18 -16.08 -3.09
H 17.91 -15.55 -4.22
H 17.44 -19.84 -4.88
H 19.64 -20.34 -3.78
O 16.64 -22.19 -2.72
C 16.44 -21.73 -1.65
C 17.50 -21.52 -0.61
C 17.14 -21.10 0.62
C 15.72 -20.82 0.92
O 15.30 -20.77 2.05
C 14.77 -20.53 -0.22
C 15.04 -21.16 -1.37
H 18.53 -21.73 -0.99
H 17.86 -20.96 1.44
H 13.77 -20.16 0.00
H 14.39 -21.14 -2.27
```

**E_HOMO**: -0.3692 Eh
**Gap between HOMO and LUMO**: 8.1 eV
**Max |F|**: 3.72 eV/A
**LUMO**: -2.0 eV
**SMILES string**: O=C1C=CC(=O)C=C1.O=C1C=CC(=O)C=C1.O=C1C=CC(=O)C=C1.O=C1C=CC(=O)C=C1.O=C1C=CC(=O)C=C1.O=C1C=CC(=O)C=C1.O=C1C=CC(=O)C=C1.O=C1C=CC(=O)C=C1.O=C1C=CC(=O)C=C1.O=C1C=CC(=O)C=C1
**Relative energy (zero: lowest compared OMol25 entry of this formula, charge and spin)**: 0.0 kJ/mol

Here are the Mulliken charges for atoms 1 to 4, given in e: atom 1 (O): -0.306, atom 2 (C): 0.528, atom 3 (C): -0.388, atom 4 (C): -0.409

Entry 2:
Formula: C60H42Br2Cl3GeN6O3Sr
Source: the Open Molecules 2025 dataset
Level of theory: ωB97M-V with the def2-TZVPD basis set

Structure (XYZ):
```
118
C60H42Br2Cl3GeN6O3Sr | the Open Molecules 2025 dataset | ωB97M-V with the def2-TZVPD basis set
Sr -0.09 0.25 0.36
C 1.57 -7.22 3.52
C 0.77 -6.80 2.46
C 0.74 -5.46 2.11
C 1.50 -4.51 2.80
C 2.28 -4.94 3.86
C 2.32 -6.29 4.23
C 1.44 -3.06 2.36
C 0.24 -2.43 2.65
C -0.78 -3.12 3.50
C -1.82 -2.30 3.61
C -1.48 -1.06 2.88
C -2.33 0.04 2.90
C -3.69 -0.16 3.51
C -4.71 -0.78 2.78
C -5.96 -0.99 3.34
C -6.22 -0.58 4.64
C -5.23 0.07 5.37
C -3.98 0.28 4.80
C -2.02 1.37 2.46
N -0.84 1.76 2.00
C -0.91 3.10 1.73
C 0.19 3.83 1.30
C 0.05 5.30 1.14
C 0.44 5.91 -0.06
C 0.30 7.28 -0.24
C -0.24 8.07 0.77
C -0.63 7.47 1.96
C -0.48 6.10 2.15
C 1.51 3.28 1.09
C 2.69 4.06 1.16
C 3.74 3.20 1.01
C 3.18 1.90 0.83
N 1.82 1.96 0.88
C 4.01 0.74 0.48
C 3.75 -0.59 0.54
C 4.51 -1.55 -0.28
C 4.02 -2.75 -0.55
C 2.65 -2.56 1.54
N 2.55 -1.12 1.17
C 5.33 1.13 -0.12
C 6.51 0.92 0.59
C 7.74 1.32 0.06
C 7.79 1.92 -1.19
C 6.62 2.10 -1.92
C 5.39 1.72 -1.38
C -2.25 3.58 2.02
C -2.94 2.51 2.48
N -0.25 -1.18 2.31
H 1.61 -8.27 3.80
H 0.19 -7.52 1.90
H 0.10 -5.13 1.30
H 2.86 -4.22 4.42
H 2.93 -6.60 5.07
H -0.68 -4.09 3.95
H -2.74 -2.47 4.16
H -4.50 -1.09 1.76
H -6.74 -1.48 2.76
H -7.20 -0.76 5.09
H -5.43 0.40 6.38
H -3.20 0.78 5.36
H 0.85 5.29 -0.85
H 0.61 7.72 -1.18
H -0.34 9.14 0.63
H -1.05 8.08 2.76
H -0.76 5.65 3.09
H 2.73 5.13 1.34
H 4.80 3.43 1.04
H 5.44 -1.23 -0.74
H 4.54 -3.45 -1.19
H 6.46 0.44 1.56
H 8.65 1.16 0.63
H 8.74 2.23 -1.61
H 6.65 2.54 -2.91
H 4.48 1.85 -1.95
H -2.63 4.58 1.86
H -3.98 2.47 2.78
C -3.99 2.63 -0.89
O -4.63 1.36 -0.95
C -4.05 0.54 -1.89
C -4.72 0.31 -3.06
C -4.21 -0.55 -4.04
C -3.02 -1.20 -3.78
C -2.31 -0.99 -2.59
C -1.15 -1.84 -2.36
N -0.29 -1.67 -1.43
N 0.67 -2.71 -1.34
C 1.58 -2.40 -0.51
O 1.58 -1.17 0.10
C 2.70 -3.22 0.07
C 3.91 -2.82 2.32
C 4.68 -3.93 2.24
C 4.52 -5.13 1.49
C 3.51 -5.51 0.56
C 2.59 -4.70 -0.02
C -2.77 -0.04 -1.61
O -2.11 0.26 -0.55
H -4.57 3.24 -0.19
H -3.98 3.11 -1.87
H -2.97 2.55 -0.52
H -5.67 0.81 -3.21
H -4.73 -0.71 -4.98
H -2.59 -1.88 -4.51
H -1.02 -2.69 -3.03
H 4.18 -2.03 3.02
H 5.54 -3.94 2.91
H 5.24 -5.90 1.71
H 3.46 -6.56 0.32
H 1.80 -5.10 -0.65
Br -0.34 2.67 -1.99
C -0.05 2.12 -3.82
Br -1.04 3.22 -5.07
H -0.38 1.10 -3.93
H 1.00 2.22 -4.04
Cl 3.48 1.05 -4.45
Ge 2.46 -0.80 -3.40
Cl 3.84 -2.41 -4.27
Cl 0.86 -1.02 -5.08
```

**E_HOMO (alpha / beta)**: -0.0678 / -0.0704 Eh
**Multiplicity**: 2
**Gap between HOMO and LUMO (alpha / beta)**: 5.3 / 4.8 eV
**<S²>**: 0.82
**Total charge**: -2
**Max |F|**: 2.44 eV/A
**LUMO (alpha / beta)**: 3.5 / 2.9 eV

Here are the Mulliken charges for atoms 1 to 4, given in e: atom 1 (Sr): 3.050, atom 2 (C): -0.440, atom 3 (C): -1.200, atom 4 (C): 0.354

Entry 3:
Formula: C60H42BrCdIN2O3S2
Source: the Open Molecules 2025 dataset
Level of theory: ωB97M-V with the def2-TZVPD basis set

Structure (XYZ):
```
112
C60H42BrCdIN2O3S2 | the Open Molecules 2025 dataset | ωB97M-V with the def2-TZVPD basis set
Cd 0.53 2.34 -0.55
Br 6.57 1.48 -5.34
C 5.32 1.72 -3.93
C 5.79 1.81 -2.61
C 4.90 1.93 -1.58
C 3.49 1.95 -1.78
O 2.72 2.00 -0.77
C 3.04 1.90 -3.14
C 1.67 1.92 -3.57
N 0.59 2.01 -2.86
C -0.64 1.84 -3.52
C -0.81 1.13 -4.68
C -2.08 1.01 -5.29
C -3.19 1.57 -4.73
C -3.07 2.25 -3.49
C -4.18 2.79 -2.81
C -4.00 3.38 -1.59
C -2.71 3.41 -1.04
N -1.66 2.93 -1.65
C -1.81 2.37 -2.88
C 3.99 1.78 -4.19
H 6.86 1.78 -2.41
H 5.24 2.00 -0.55
H 1.56 1.86 -4.65
H 0.03 0.63 -5.14
H -2.17 0.45 -6.22
H -4.16 1.48 -5.19
H -5.16 2.72 -3.25
H -4.83 3.80 -1.04
H -2.53 3.85 -0.06
H 3.63 1.72 -5.21
I 1.92 2.01 2.47
C 0.69 3.60 3.00
C 0.52 3.83 4.34
C -0.18 4.98 4.78
C -0.62 5.89 3.87
C -0.43 5.68 2.48
C -0.80 6.68 1.56
C -0.60 6.50 0.22
C -0.11 5.26 -0.24
C 0.25 4.22 0.59
C 0.17 4.48 2.00
H 0.95 3.15 5.06
H -0.31 5.15 5.84
H -1.10 6.80 4.19
H -1.23 7.60 1.94
H -0.85 7.28 -0.48
H -0.07 5.12 -1.32
C 7.15 -1.87 -2.52
C 5.80 -1.66 -1.89
C 4.66 -1.52 -2.69
C 3.42 -1.28 -2.12
C 3.32 -1.19 -0.74
C 4.43 -1.31 0.07
C 5.66 -1.56 -0.51
S 1.74 -0.79 -0.02
O 0.88 -0.27 -1.13
C 1.16 -2.45 0.39
C 1.75 -3.63 -0.11
C 1.26 -4.85 0.25
C 0.16 -4.95 1.14
C -0.35 -6.21 1.54
C -1.41 -6.29 2.40
C -2.01 -5.12 2.90
C -1.54 -3.89 2.53
C -0.44 -3.77 1.64
C 0.07 -2.51 1.23
C -0.62 -1.26 1.67
C -0.44 -0.75 2.99
C 0.43 -1.37 3.92
C 0.57 -0.86 5.18
C -0.14 0.29 5.58
C -0.98 0.92 4.70
C -1.14 0.42 3.38
C -1.96 1.09 2.44
C -2.13 0.58 1.18
C -1.48 -0.62 0.82
S -1.85 -1.26 -0.84
O -2.49 -0.12 -1.55
C -3.19 -2.35 -0.34
C -3.00 -3.72 -0.44
C -4.03 -4.58 -0.09
C -5.25 -4.08 0.35
C -6.37 -5.01 0.74
C -5.42 -2.70 0.43
C -4.40 -1.83 0.08
H 7.07 -1.97 -3.60
H 7.63 -2.76 -2.11
H 7.80 -1.02 -2.31
H 4.76 -1.57 -3.77
H 2.54 -1.14 -2.72
H 4.34 -1.21 1.15
H 6.54 -1.65 0.12
H 2.60 -3.56 -0.78
H 1.71 -5.75 -0.14
H 0.11 -7.11 1.15
H -1.79 -7.26 2.70
H -2.85 -5.19 3.58
H -2.02 -2.99 2.90
H 0.98 -2.25 3.62
H 1.24 -1.34 5.88
H -0.02 0.68 6.58
H -1.51 1.81 4.98
H -2.45 2.01 2.74
H -2.75 1.08 0.44
H -2.05 -4.11 -0.80
H -3.88 -5.65 -0.17
H -6.09 -6.05 0.59
H -7.27 -4.81 0.15
H -6.64 -4.88 1.79
H -6.38 -2.30 0.76
H -4.55 -0.76 0.11
```

**E_HOMO**: -0.2614 Eh
**Gap between HOMO and LUMO**: 7.0 eV
**Max |F|**: 0.48 eV/A
**LUMO**: -0.2 eV
**Relative energy (zero: lowest compared OMol25 entry of this formula, charge and spin)**: 35.4 kJ/mol

Here are the Mulliken charges for atoms 1 to 4, given in e: atom 1 (Cd): 1.670, atom 2 (Br): -0.196, atom 3 (C): -0.491, atom 4 (C): -0.326

Entry 4:
Formula: C60H46CdN7O8
Source: the Open Molecules 2025 dataset
Level of theory: ωB97M-V with the def2-TZVPD basis set

Structure (XYZ):
```
122
C60H46CdN7O8 | the Open Molecules 2025 dataset | ωB97M-V with the def2-TZVPD basis set
Cd 0.05 0.31 0.12
C -1.01 -9.58 -1.31
O 0.19 -8.86 -1.15
C 0.11 -7.49 -1.10
C 1.27 -6.83 -0.70
C 1.28 -5.46 -0.56
C 0.13 -4.71 -0.81
C -1.00 -5.37 -1.26
C -1.02 -6.75 -1.40
C 0.08 -3.25 -0.55
C -0.36 -2.89 0.73
C -0.79 -3.83 1.73
C -1.00 -3.11 2.87
C -0.68 -1.74 2.55
N -0.36 -1.63 1.25
C -0.75 -0.62 3.45
C -1.33 0.58 2.98
C -2.06 1.56 3.76
C -2.58 2.45 2.88
C -2.16 2.03 1.56
C -2.50 2.70 0.39
C -3.37 3.90 0.51
C -2.87 5.16 0.81
C -3.70 6.26 0.81
C -5.06 6.12 0.51
O -5.80 7.28 0.49
C -7.12 7.19 0.03
C -5.57 4.86 0.25
C -4.73 3.76 0.25
C -2.11 2.37 -0.92
N -1.35 1.32 -1.28
C -1.09 1.45 -2.61
C -0.31 0.58 -3.38
C -0.02 0.95 -4.78
C 0.74 2.09 -5.04
C 1.09 2.42 -6.33
C 0.67 1.64 -7.41
O 1.10 2.05 -8.65
C 0.67 1.36 -9.79
C -0.12 0.53 -7.16
C -0.45 0.19 -5.86
C 0.20 -0.63 -2.89
C 0.82 -1.67 -3.68
C 0.88 -2.77 -2.89
C 0.36 -2.38 -1.60
N 0.01 -1.08 -1.63
C -1.78 2.61 -3.12
C -2.42 3.18 -2.08
N -1.43 0.89 1.67
C -0.19 -0.73 4.78
C 0.04 0.40 5.58
C 0.64 0.32 6.82
C 1.07 -0.91 7.32
O 1.65 -0.89 8.57
C 2.09 -2.11 9.11
C 0.92 -2.03 6.53
C 0.33 -1.94 5.28
H -0.75 -10.63 -1.16
H -1.44 -9.44 -2.30
H -1.75 -9.28 -0.56
H 2.15 -7.42 -0.49
H 2.17 -4.95 -0.23
H -1.89 -4.80 -1.48
H -1.93 -7.23 -1.74
H -0.94 -4.88 1.59
H -1.44 -3.47 3.78
H -2.24 1.52 4.82
H -3.19 3.31 3.09
H -1.82 5.27 1.03
H -3.33 7.24 1.03
H -7.49 8.22 -0.04
H -7.76 6.63 0.72
H -7.17 6.73 -0.96
H -6.62 4.71 0.04
H -5.13 2.78 0.03
H 1.07 2.70 -4.22
H 1.71 3.29 -6.54
H 1.19 1.83 -10.63
H -0.41 1.45 -9.93
H 0.93 0.30 -9.75
H -0.49 -0.08 -7.97
H -1.07 -0.68 -5.68
H 1.14 -1.57 -4.70
H 1.26 -3.75 -3.13
H -1.78 2.93 -4.15
H -3.03 4.07 -2.06
H -0.20 1.38 5.20
H 0.81 1.20 7.41
H 2.57 -1.86 10.06
H 2.82 -2.61 8.46
H 1.26 -2.79 9.30
H 1.28 -3.00 6.85
H 0.31 -2.82 4.67
O 2.75 -2.41 3.07
C 2.47 -1.50 2.11
O 2.43 -1.82 0.95
C 2.31 -0.13 2.64
C 2.89 0.22 3.87
C 2.78 1.53 4.29
C 2.10 2.43 3.49
C 1.55 2.00 2.29
N 1.66 0.74 1.88
C 0.86 3.03 1.34
O 0.68 4.15 1.82
O 0.62 2.62 0.20
H 2.78 -3.29 2.66
H 3.39 -0.53 4.45
H 3.22 1.84 5.23
H 1.98 3.47 3.75
N 6.02 1.30 -3.49
C 4.96 1.18 -2.61
C 3.70 1.70 -2.90
C 2.68 1.54 -1.98
N 2.83 0.91 -0.82
C 4.04 0.47 -0.52
C 5.13 0.58 -1.36
H 5.77 1.46 -4.45
H 6.78 0.65 -3.36
H 3.54 2.20 -3.84
H 1.69 1.94 -2.16
H 4.15 0.00 0.45
H 6.10 0.20 -1.07
```

**E_HOMO (alpha / beta)**: -0.1323 / -0.1299 Eh
**Gap between HOMO and LUMO (alpha / beta)**: 5.1 / 5.1 eV
**Total charge**: -1
**Max |F|**: 0.97 eV/A
**LUMO (alpha / beta)**: 1.6 / 1.6 eV
**Relative energy (zero: lowest compared OMol25 entry of this formula, charge and spin)**: 90.8 kJ/mol

Here are the Mulliken charges for atoms 1 to 4, given in e: atom 1 (Cd): 4.312, atom 2 (C): -0.851, atom 3 (O): -0.464, atom 4 (C): 0.910

Number 1: E_tot -3814.75110 hartree. Number 2: E_tot -11502.27872 hartree. Number 3: E_tot -6482.71315 hartree. Number 4: E_tot -3467.08931 hartree.